[1]
Molecular formula: C9H13NOTc
Method: DFT, ωB97M-V/def2-TZVPD

The calculation puts the orbital gap (spin up / spin down) at 7.2 / 7.5 eV. As for the spin multiplicity: 4. Its energy relative to the best compared isomer or geometry (same formula, charge and spin) is 0.899 eV. Its LUMO energy (spin up / spin down) is 0.85 / -0.13 eV. The molar mass comes out at 249.2 g/mol. As for the HOMO energy (spin up / spin down): -6.383 / -7.623 eV.

XYZ file:
```
25
C9H13NOTc (ωB97M-V/def2-TZVPD)
C -0.988 1.003 -2.006
C 0.412 0.823 -2.284
C 1.160 1.634 -1.364
C 0.218 2.299 -0.503
C -1.106 1.935 -0.909
Tc -0.116 0.050 -0.155
N -1.621 -0.614 0.524
C -0.175 -2.458 -0.180
C 0.826 -1.837 -0.984
H 2.239 1.718 -1.317
H 0.828 0.225 -3.086
H 0.467 3.030 0.255
H -2.032 2.342 -0.518
H -1.814 0.594 -2.585
H 0.742 -1.921 -2.077
H -1.070 -2.867 -0.636
H -2.497 -1.044 0.850
H 1.845 -1.748 -0.575
H 0.031 -2.700 0.859
C 0.414 -0.544 2.986
C 0.376 0.586 1.891
O 0.572 1.777 2.186
H 1.165 -1.238 2.675
H -0.553 -0.988 3.042
H 0.676 -0.059 3.909
```

[2]
Molecular formula: C17H25NdP2
Method: DFT, ωB97M-V/def2-TZVPD

The calculation puts the orbital gap (spin up / spin down) at 5.9 / 5.9 eV. As for the net charge: +2. As for the spin multiplicity: 4. Its LUMO energy (spin up / spin down) is -9.19 / -9.15 eV. The molar mass comes out at 435.6 g/mol. As for the HOMO energy (spin up / spin down): -15.070 / -15.089 eV.

XYZ file:
```
45
C17H25NdP2 (ωB97M-V/def2-TZVPD)
C -2.351 1.556 -1.842
C -1.404 2.673 -1.868
H -2.825 1.291 -0.923
H -2.786 1.219 -2.760
H -1.164 3.135 -2.802
H -1.209 3.214 -0.966
Nd -0.415 0.714 -1.894
C -0.101 -1.053 -3.243
C -0.219 0.181 -4.057
C 1.803 0.346 -2.801
C 1.136 -0.932 -2.433
H -1.011 0.420 -4.689
H 1.160 1.966 -4.216
H 2.690 0.714 -2.381
C 0.971 1.024 -3.793
H 1.466 -1.609 -1.718
H -0.789 -1.842 -3.207
C 0.637 1.233 -0.144
P 1.716 1.301 0.945
C 0.697 2.491 1.892
C 1.366 -0.350 1.768
C 2.407 -0.696 2.632
C 2.314 -1.799 3.472
C 1.160 -2.574 3.476
C 0.103 -2.253 2.625
C 0.195 -1.152 1.755
P -1.247 -0.743 0.658
C -2.447 -0.398 1.992
C -0.923 -2.366 -0.140
H 0.998 2.036 -0.919
H -0.455 1.492 0.148
H 0.903 0.090 -0.431
H -0.289 2.093 2.179
H 1.267 2.682 2.804
H 0.586 3.434 1.333
H 3.315 -0.086 2.682
H 3.132 -2.044 4.145
H 1.081 -3.423 4.152
H -0.792 -2.884 2.681
H -2.178 0.555 2.489
H -3.451 -0.306 1.558
H -2.447 -1.209 2.738
H -1.571 -2.460 -1.002
H 0.138 -2.491 -0.440
H -1.166 -3.189 0.546
```

Repeat the first record exactly.
Molecular formula: C9H13NOTc
Method: DFT, ωB97M-V/def2-TZVPD

The calculation puts the orbital gap (spin up / spin down) at 7.2 / 7.5 eV. As for the spin multiplicity: 4. Its energy relative to the best compared isomer or geometry (same formula, charge and spin) is 0.899 eV. Its LUMO energy (spin up / spin down) is 0.85 / -0.13 eV. The molar mass comes out at 249.2 g/mol. As for the HOMO energy (spin up / spin down): -6.383 / -7.623 eV.

XYZ file:
```
25
C9H13NOTc (ωB97M-V/def2-TZVPD)
C -0.988 1.003 -2.006
C 0.412 0.823 -2.284
C 1.160 1.634 -1.364
C 0.218 2.299 -0.503
C -1.106 1.935 -0.909
Tc -0.116 0.050 -0.155
N -1.621 -0.614 0.524
C -0.175 -2.458 -0.180
C 0.826 -1.837 -0.984
H 2.239 1.718 -1.317
H 0.828 0.225 -3.086
H 0.467 3.030 0.255
H -2.032 2.342 -0.518
H -1.814 0.594 -2.585
H 0.742 -1.921 -2.077
H -1.070 -2.867 -0.636
H -2.497 -1.044 0.850
H 1.845 -1.748 -0.575
H 0.031 -2.700 0.859
C 0.414 -0.544 2.986
C 0.376 0.586 1.891
O 0.572 1.777 2.186
H 1.165 -1.238 2.675
H -0.553 -0.988 3.042
H 0.676 -0.059 3.909
```

- molar mass of number 1 (C9H13NOTc)?
  249.2 g/mol

- Which value of molar mass does entry 1 give?
  249.2 g/mol

- Look up the molar mass of the first one.
  249.2 g/mol